Formula: C3H5NO2
Source: the OMol25 dataset
Level of theory: ωB97M-V with the def2-TZVPD basis set

CARTESIAN COORDINATES (ANGSTROEM)
O 0.16218 -1.18471 -0.89059
O -0.29539 1.25368 -0.22657
N 1.57353 0.83591 1.00704
C -0.82986 -1.10730 0.00746
C -1.18249 0.33937 -0.11816
C 1.07440 0.82158 -0.13709
H 2.55929 0.59994 0.96988
H 1.48678 0.72536 -1.13764
H -1.74868 -1.67436 -0.25607
H -0.61755 -1.35069 1.07404
H -2.18221 0.74122 -0.29230

Atoms 1-3, force components in eV/Å:
0.23 -0.06 -0.16
-0.45 -0.40 0.05
-0.26 -0.05 -0.38

The value obtained for the lowest unoccupied orbital energy (spin up / spin down) is -0.70 / -0.70 eV. As for the total charge: 0. The multiplicity is 1. The value obtained for the largest force on an atom is 0.012 hartree/bohr. The calculated total energy is -8773.047 eV. The value obtained for the highest occupied orbital energy (spin up / spin down) is -8.57 / -8.57 eV.

Formula: C38H52BF4N11OSY
Source: the OMol25 dataset
Level of theory: ωB97M-V with the def2-TZVPD basis set

CARTESIAN COORDINATES (ANGSTROEM)
Y -18.41945 3.71094 -6.13298
S -15.09918 4.95149 -5.94111
F -21.76748 1.17496 -7.42970
F -19.92480 -0.28241 -7.23850
F -19.60603 1.94988 -6.75628
F -20.91503 0.61602 -5.33523
O -15.03153 6.39560 -6.29296
N -16.91297 1.42314 -6.52909
N -18.55333 7.65626 -6.38144
N -18.34791 5.69294 -7.72349
N -16.45030 -1.36666 -10.37157
N -18.52933 1.22139 -11.46852
N -18.27296 3.01962 -10.05722
N -16.77087 2.50497 -11.93915
N -19.30528 2.99499 -4.06435
N -18.53968 7.94672 -8.57671
N -16.29511 4.26880 -5.35770
N -20.82925 4.31133 -5.95844
C -17.49011 3.91942 -9.22602
C -16.10542 3.77960 -12.19127
C -18.96921 7.81714 -9.93321
C -21.24890 2.45954 -2.71773
C -18.11163 5.29713 -9.15336
C -21.86705 6.76202 -4.68534
C -18.10186 7.16233 -5.14821
C -18.03039 3.59906 -2.02042
C -14.60692 0.71508 -6.43054
C -21.41578 3.73813 -4.87672
C -18.24249 9.25077 -7.98335
C -17.27568 0.88312 -1.76060
C -18.68067 9.09462 -6.55049
C -19.49658 0.40311 -10.71252
C -16.06256 -0.12212 -8.16724
C -18.01080 0.63698 -12.68246
C -22.20553 6.13809 -8.80693
C -16.34254 -0.81166 -9.34883
C -21.93096 6.51857 -6.13571
C -15.72216 1.32246 -5.86982
C -21.71810 5.06978 -8.08120
C -17.05039 1.75162 -0.72533
C -17.31552 3.10157 -0.90452
C -21.52170 5.26999 -6.71675
C -17.08558 0.63581 -7.60590
C -22.55047 7.39629 -8.32699
C -18.32750 5.05471 -2.14968
C -17.93620 1.30681 -2.93492
C -17.85060 2.30469 -11.04238
C -22.86243 3.65951 -4.68541
C -16.66226 1.36520 -12.87765
C -20.63868 3.15140 -3.88804
C -18.48993 7.01853 -7.57284
C -21.52736 3.80263 -8.85528
C -18.19171 0.23041 -3.98934
C -22.49192 7.53548 -6.93126
C -14.78991 -0.02981 -7.65751
C -18.41690 2.64493 -3.03729
B -20.63313 0.80706 -6.70165
H -19.54066 6.92028 -10.21088
H -15.85137 0.67361 -12.51034
H -15.12813 3.68543 -11.70990
H -15.94133 4.02982 -13.28800
H -19.70505 9.41847 -6.31545
H -20.26250 -0.01735 -11.41942
H -19.39737 5.26728 -2.40761
H -17.04481 -0.17924 -1.67379
H -22.32431 2.56207 -2.64835
H -16.61256 1.41233 0.22838
H -14.00807 -0.59439 -8.13293
H -19.09488 5.29135 -9.64931
H -15.59932 1.75731 -4.88302
H -20.04065 0.97199 -9.92622
H -16.45763 4.10021 -9.55428
H -17.51870 6.12877 -9.59623
H -21.89051 3.91461 -9.84563
H -18.09259 7.88105 -10.65883
H -23.07558 4.31256 -3.84256
H -17.49314 -0.54934 -3.94065
H -20.48891 3.47415 -8.97635
H -17.15507 9.43571 -8.10617
H -17.99242 9.64835 -5.89239
H -22.83710 6.83733 -4.17250
H -18.06299 5.56264 -1.25348
H -16.66075 4.61484 -11.77423
H -17.47264 3.50216 -8.16055
H -23.15713 2.63945 -4.42766
H -18.77862 10.05359 -8.57378
H -13.69233 0.81227 -5.87879
H -18.41816 7.86602 -4.33914
H -23.37562 4.00210 -5.59678
H -21.22504 6.04173 -4.06503
H -22.87039 8.16181 -9.03006
H -18.35476 0.58592 -5.00498
H -22.45533 5.96646 -9.83973
H -17.78849 5.55533 -2.94796
H -22.84663 8.43557 -6.49801
H -18.94595 -0.46734 -10.31939
H -18.77203 0.84902 -13.46108
H -16.94520 3.80089 -0.12799
H -20.85511 2.78121 -1.73821
H -18.52951 6.16177 -4.95814
H -16.98513 7.04970 -5.08724
H -20.92007 1.39074 -2.75780
H -19.60925 8.71466 -10.20676
H -19.13788 -0.25737 -3.76366
H -21.40133 7.76431 -4.52922
H -17.95198 -0.45549 -12.62440
H -16.45081 1.75347 -13.92338
H -18.09475 0.49783 -7.88847
H -22.14877 3.01056 -8.39233

Atoms 1-3, force components in eV/Å:
0.82 0.24 -0.68
-0.06 0.53 0.12
1.16 -0.32 0.72

The value obtained for the lowest unoccupied orbital energy is -4.59 eV. As for the total charge: +1. The multiplicity is 1. The value obtained for the largest force on an atom is 0.145 hartree/bohr. The calculated total energy is -82114.969 eV. The value obtained for the highest occupied orbital energy is -10.33 eV.

Formula: C4H2ClNO2
Source: the OMol25 dataset
Level of theory: ωB97M-V with the def2-TZVPD basis set

CARTESIAN COORDINATES (ANGSTROEM)
Cl 2.97247 0.06944 0.02291
O 0.87774 2.29589 -0.17976
O 0.31725 -2.61877 -0.11212
N 1.27166 0.02012 -0.08545
C -0.87906 0.71275 -0.05735
C 0.54283 1.12845 -0.19018
C -0.22428 -1.61810 -0.18050
C -1.15867 -0.61439 0.06541
H -1.55288 1.41592 0.22825
H -2.16707 -0.79131 0.48880

Atoms 1-3, force components in eV/Å:
-0.70 0.23 -0.24
-0.16 0.95 -0.22
-0.88 0.06 -0.68

The value obtained for the lowest unoccupied orbital energy (spin up / spin down) is -2.08 / -2.08 eV. As for the total charge: 0. The multiplicity is 1. The value obtained for the largest force on an atom is 0.083 hartree/bohr. The calculated total energy is -22284.031 eV. The value obtained for the highest occupied orbital energy (spin up / spin down) is -8.73 / -8.74 eV.